No. 1
DFT (ωB97M-V/def2-TZVPD) results for a molecular structure, C35H17F7HfN9 in a non-equilibrium geometry.

Its energy above the lowest of the compared OMol25 structures with the same formula, charge and spin is 0.0 kcal/mol. The calculation puts the orbital gap at 5.30 eV. The calculation puts the LUMO energy at -10.71 eV. As for the total charge: +3.

Last column: Mulliken charge in e.
Geometry (Å):
Hf -0.3502 -0.8011 -0.8420  0.564
C 4.7880 -1.9170 -0.5812  -0.677
C 4.2054 -3.1838 -0.5909  -0.801
C 2.8477 -3.3492 -0.3611  -0.366
C 2.0807 -2.2209 -0.0829  0.624
C 2.6601 -0.9528 -0.0575  0.294
C 4.0152 -0.7945 -0.3276  -0.983
N 0.6602 -2.3076 0.0729  0.438
C -0.0387 -3.3664 0.6567  0.247
C 0.4714 -4.3090 1.5419  -0.785
C -0.3776 -5.2766 2.0551  -0.622
C -1.7360 -5.3419 1.7172  -0.799
C -2.2718 -4.4065 0.8666  -0.523
C -1.4216 -3.4175 0.3477  1.115
N -1.8556 -2.3895 -0.4872  1.031
N -3.0335 -2.3387 -0.9162  -0.973
C -3.2786 -1.2004 -1.7168  0.247
C -4.5124 -1.0873 -2.3286  -0.474
C -4.7384 0.0246 -3.1314  -0.292
C -3.7319 0.9707 -3.2892  -0.749
C -2.5276 0.7829 -2.6416  -0.134
N -2.2943 -0.2870 -1.8558  -0.102
H 5.8504 -1.8139 -0.7525  0.483
H 4.8195 -4.0527 -0.7850  0.446
H 2.4013 -4.3325 -0.4099  0.682
H 2.0930 -0.0737 0.2549  -0.090
H 4.4643 0.1880 -0.2901  0.527
H 1.5106 -4.2857 1.8375  0.637
H 0.0238 -6.0046 2.7481  0.456
H -2.3550 -6.1193 2.1412  0.440
H -3.3190 -4.4076 0.5999  0.510
H -5.2565 -1.8555 -2.1754  0.587
H -5.6906 0.1497 -3.6300  0.458
H -3.8775 1.8472 -3.9042  0.452
H -1.7229 1.5031 -2.7382  0.458
F 1.5823 3.3563 4.8710  -0.272
C 0.3554 3.6992 4.5246  0.009
C -0.3075 4.6420 5.2479  0.428
F 0.2919 5.1896 6.2697  -0.233
C -1.6562 5.0564 4.9245  0.031
C -2.2451 4.3996 3.7770  0.042
C -1.5642 3.4651 3.0728  0.344
F -2.1383 2.8785 2.0157  -0.263
C -0.2411 3.0636 3.4011  0.673
C 0.4384 2.0834 2.6572  0.275
C -0.0871 1.4069 1.5716  1.279
N -0.3763 0.6990 0.6866  -1.347
C 1.7810 1.6310 2.8722  -0.437
N 2.8543 1.2215 2.8805  -0.420
F -3.4621 4.7127 3.4074  -0.253
C -2.3313 6.0041 5.6559  1.454
C -1.7811 6.6650 6.7924  -0.237
N -1.4005 7.2156 7.7271  -0.282
C -3.6605 6.4240 5.3526  -0.229
N -4.7266 6.8010 5.1475  -0.315
F 4.5714 0.1960 -5.7085  -0.214
C 3.3356 -0.0527 -6.1378  0.694
F 3.3511 -1.1296 -6.9120  -0.246
F 2.9068 0.9918 -6.8455  -0.221
C 2.4189 -0.2556 -4.9360  0.322
C 2.1629 0.8248 -4.0959  -0.939
C 1.3485 0.6214 -3.0070  -0.049
N 0.7975 -0.5816 -2.7356  -0.122
C 1.0498 -1.6210 -3.5516  -0.046
C 1.8567 -1.4926 -4.6647  -0.856
H 2.5918 1.7991 -4.2880  0.498
H 1.1366 1.4330 -2.3156  0.557
H 0.6021 -2.5759 -3.2975  0.480
H 2.0432 -2.3444 -5.3039  0.566


No. 2
DFT (ωB97M-V/def2-TZVPD) results for a molecular structure, C35H20BF4IN13ORbS4 in a non-equilibrium geometry.

Its energy above the lowest of the compared OMol25 structures with the same formula, charge and spin is 25.9 kcal/mol. The calculation puts the orbital gap (alpha / beta) at 5.94 / 3.82 eV. The calculation puts the LUMO energy (alpha / beta) at 2.56 / 1.29 eV. As for the total charge: -2.

Last column: Mulliken charge in e.
Geometry (Å):
Rb 0.1420 0.3214 -0.3453  0.836
C -0.3677 -1.1071 -6.4498  -0.816
C -0.7681 -2.3963 -6.1319  -0.610
C -0.8245 -2.8014 -4.8157  -0.455
C -0.4401 -1.9166 -3.8002  -0.420
C 0.0046 -0.6330 -4.1326  0.796
C 0.0112 -0.2258 -5.4494  0.015
N -0.4588 -2.2341 -2.4611  0.520
N -1.2260 -3.1741 -2.1113  -0.630
C -1.2948 -3.4544 -0.7620  0.055
C -1.8102 -4.7056 -0.3992  -0.416
C -1.9432 -4.9954 0.9454  -0.351
C -1.5859 -4.0262 1.8705  -0.828
C -1.1013 -2.8058 1.4084  -0.773
N -0.9577 -2.5259 0.1325  0.481
H -0.3321 -0.7920 -7.4810  0.444
H -1.0464 -3.0817 -6.9194  0.349
H -1.1363 -3.7999 -4.5469  0.464
H 0.2970 0.0262 -3.3295  -0.162
H 0.3044 0.7801 -5.7072  0.294
H -2.0723 -5.4141 -1.1706  0.435
H -2.3275 -5.9554 1.2676  0.373
H -1.6828 -4.2084 2.9295  0.455
H -0.8282 -2.0227 2.1014  0.721
O 6.5470 -0.8239 4.5604  -0.599
C 5.4452 -1.0254 4.1297  0.566
S 4.0205 -0.1038 4.6062  -0.173
C 2.8047 -0.9864 3.6490  -0.054
C 3.2996 -2.0342 2.8687  0.025
S 2.3813 -3.0558 1.9381  -0.323
S 5.0619 -2.2846 2.9578  -0.180
S 1.2075 -0.5556 3.7856  -0.248
B -2.8272 3.5497 -0.5475  0.072
N -2.7602 2.5714 -1.7343  0.395
C -3.0248 2.8566 -3.0138  -0.421
C -2.9491 1.6847 -3.7416  -0.695
C -2.6350 0.7185 -2.7861  -0.740
N -2.5147 1.2723 -1.5863  -0.598
N -1.3830 3.9701 -0.1894  0.181
C -0.7037 4.9957 -0.7073  -0.193
C 0.5639 5.0046 -0.1527  -0.965
C 0.5614 3.9109 0.7093  -0.519
N -0.6198 3.3018 0.6713  -0.603
H -3.4240 4.5287 -0.8877  -0.197
H -3.3217 2.9873 0.3840  -0.230
H -3.2373 3.8577 -3.3337  0.550
H -3.1082 1.5445 -4.7942  0.461
H -2.5411 -0.3460 -2.9130  0.774
H -1.1513 5.6485 -1.4305  0.533
H 1.3580 5.7053 -0.3269  0.396
H 1.3441 3.5527 1.3568  0.555
I -4.9729 0.9422 5.2699  0.016
C -3.5425 0.9818 3.7471  -0.929
C -2.8872 2.0986 3.2751  -0.330
N -2.0415 1.6579 2.3391  0.420
N -2.1189 0.3471 2.1744  -0.239
C -3.0265 -0.0947 3.0223  -0.036
H -2.9810 3.1309 3.5450  0.486
H -1.4563 2.2425 1.6960  0.455
H -3.2850 -1.1336 3.0901  0.458
F 3.3226 2.0935 -6.7496  -0.381
C 2.3189 2.5926 -5.9966  -0.117
C 1.3790 3.3816 -6.6148  0.278
F 1.5257 3.6175 -7.9367  -0.389
C 0.3019 3.9833 -5.9202  -0.046
C 0.2831 3.7059 -4.5305  0.935
C 1.1827 2.8654 -3.9283  0.810
F 1.0381 2.6315 -2.6012  -0.205
C 2.2566 2.2564 -4.6223  0.166
C 3.1725 1.3727 -3.9934  0.698
C 2.9734 0.9046 -2.6971  -0.121
N 2.8099 0.4784 -1.6376  -0.642
C 4.3142 0.8645 -4.6167  -0.094
N 5.2862 0.4360 -5.0667  -0.686
F -0.6504 4.2856 -3.7617  -0.346
C -0.6682 4.8078 -6.5380  0.710
C -1.5913 5.5801 -5.8288  0.069
N -2.3340 6.3072 -5.3312  -0.670
C -0.7860 4.9757 -7.9170  -0.140
N -0.9568 5.1559 -9.0442  -0.676


- Which value of total charge does entry 2 give?
  -2


- Look up the total charge of the first one.
  +3


- Among the records above, which one has the highest energy above the lowest of the compared OMol25 structures with the same formula, charge and spin?
  C35H20BF4IN13ORbS4


- The lowest energy above the lowest of the compared OMol25 structures with the same formula, charge and spin belongs to which entry?
  C35H17F7HfN9